# 1
# C5H9N

A single C5H9N molecule at a distorted geometry (ωB97M-V with the def2-TZVPD basis set, the Open Molecules 2025 dataset).

HOMO energy in eV: -8.23
Orbital gap in eV: 9.19
Energy in eV: -6819.0185
Structure (SMILES): CCCC=C=N
Charge: 0

Last column: Löwdin charge in e.
Positions of all 15 atoms, in Å:
C (-0.157, 1.440, 1.100)  -0.121
C (0.758, 0.637, 0.187)  -0.263
C (0.104, 0.317, -1.253)  -0.162
C (-0.799, -0.764, -0.776)  -0.173
C (-0.456, -2.014, -0.498)  -0.189
N (0.057, -3.027, -0.053)  0.123
H (-0.541, 2.323, 0.593)  0.071
H (0.385, 1.766, 1.987)  0.069
H (-1.003, 0.836, 1.421)  0.066
H (1.638, 1.235, -0.061)  0.090
H (1.168, -0.231, 0.721)  0.101
H (0.891, -0.049, -1.912)  0.106
H (-0.449, 1.169, -1.644)  0.105
H (-1.857, -0.540, -0.760)  0.103
H (0.259, -3.099, 0.947)  0.074

***

# 2
# C2HCl2N3

A single C2HCl2N3 molecule at a distorted geometry (ωB97M-V with the def2-TZVPD basis set, the Open Molecules 2025 dataset).

HOMO energy in eV: -11.29
Orbital gap in eV: 8.84
Energy in eV: -31601.9650
Structure (SMILES): ClC1(Cl)C=NN=N1
Charge: 0

Last column: Löwdin charge in e.
Positions of all 8 atoms, in Å:
Cl (-0.459, -2.989, -0.032)  0.335
C (-1.308, -1.085, 0.401)  -1.040
Cl (-2.573, -0.996, -0.758)  0.695
C (-0.216, -0.067, 0.314)  -0.184
N (-0.152, 0.530, 1.435)  0.065
N (-1.130, -0.039, 2.266)  0.023
N (-1.748, -0.956, 1.741)  -0.009
H (0.398, 0.144, -0.537)  0.115

***

# 3
# C17H31F5P2Pt

A molecular structure, C17H31F5P2Pt at a distorted geometry (ωB97M-V with the def2-TZVPD basis set, the Open Molecules 2025 dataset).

Expectation value of S²: 6.031
HOMO energy (spin up / spin down) in eV: -12.32 / -15.90
Multiplicity: 5
Orbital gap (spin up / spin down) in eV: 6.62 / 5.34
Energy in eV: -53520.2538
Charge: +2

Last column: Mulliken spin population.
Positions of all 56 atoms, in Å:
P (0.229, -1.551, -2.882)  0.349
P (0.130, 1.536, -2.779)  0.339
C (-0.140, -0.669, -4.501)  0.019
C (0.385, 0.762, -4.472)  0.020
H (-1.228, -0.702, -4.679)  -0.005
H (0.356, -1.223, -5.310)  0.012
H (1.458, 0.810, -4.721)  -0.005
H (-0.164, 1.368, -5.208)  0.009
C (-1.457, 2.366, -3.248)  0.044
H (-1.703, 3.108, -2.479)  -0.003
H (-2.260, 1.622, -3.323)  0.001
H (-1.326, 2.865, -4.218)  0.014
C (1.228, 2.966, -3.132)  0.054
H (0.949, 3.422, -4.091)  0.018
H (2.264, 2.613, -3.181)  0.000
H (1.119, 3.697, -2.324)  -0.002
C (-0.879, -2.968, -3.253)  0.057
H (-0.701, -3.749, -2.506)  -0.002
H (-0.667, -3.355, -4.258)  0.018
H (-1.919, -2.628, -3.199)  0.001
C (1.784, -2.331, -3.517)  0.044
H (2.574, -1.575, -3.601)  0.001
H (1.586, -2.768, -4.505)  0.013
H (2.088, -3.118, -2.816)  -0.003
Pt (0.136, -0.163, 3.447)  0.659
C (0.768, 1.360, 1.935)  0.699
C (-0.651, 1.285, 1.903)  0.560
C (-1.441, 0.574, 0.826)  0.050
C (-1.780, -0.912, 1.137)  0.100
C (-0.760, -1.651, 1.959)  0.101
C (0.639, -1.577, 1.775)  0.064
C (1.312, -0.827, 0.645)  0.011
C (1.689, 0.647, 0.974)  -0.055
C (0.237, -1.687, 4.770)  0.246
H (1.228, 2.206, 2.458)  0.029
H (-1.218, 2.067, 2.426)  0.001
H (-0.961, 0.658, -0.165)  0.008
H (-2.406, 1.100, 0.729)  -0.003
H (-2.712, -0.908, 1.726)  0.004
H (-2.037, -1.413, 0.186)  0.001
H (-1.169, -2.491, 2.536)  0.011
H (1.252, -2.373, 2.220)  -0.004
H (0.721, -0.862, -0.288)  0.021
H (2.258, -1.339, 0.412)  0.003
H (2.668, 0.623, 1.480)  0.012
H (1.851, 1.202, 0.033)  0.092
H (0.954, -1.478, 5.571)  0.023
H (0.520, -2.632, 4.292)  0.012
H (-0.736, -1.841, 5.251)  0.026
F (-0.013, 2.586, 4.439)  0.030
C (0.113, 1.294, 4.927)  0.238
F (1.252, 1.285, 5.707)  0.043
C (-1.082, 1.203, 5.988)  0.008
F (-1.076, 2.291, 6.798)  0.011
F (-2.280, 1.176, 5.326)  0.006
F (-0.986, 0.100, 6.782)  0.003

***

# 4
# C5H7NOS

A single C5H7NOS molecule at a distorted geometry (ωB97M-V with the def2-TZVPD basis set, the Open Molecules 2025 dataset).

HOMO energy in eV: -9.29
Orbital gap in eV: 10.04
Energy in eV: -19668.2873
Structure (SMILES): C=C[C@@H]1CNC(=O)S1
Charge: 0

Last column: Löwdin charge in e.
Positions of all 15 atoms, in Å:
C (0.711, 0.905, -2.490)  -0.055
C (-0.013, 0.478, -1.283)  -0.227
C (0.709, -0.235, -0.053)  -0.612
C (-0.390, -1.275, 0.633)  -0.166
N (-1.022, -0.505, 1.752)  0.044
C (-0.292, 0.582, 2.124)  -0.830
O (-0.496, 1.344, 3.066)  -0.037
S (1.091, 0.973, 1.184)  1.038
H (1.960, 0.879, -2.596)  0.107
H (0.225, 1.661, -3.246)  0.058
H (-1.320, 0.409, -1.198)  0.171
H (1.558, -0.800, -0.662)  0.138
H (0.256, -2.174, 0.967)  0.125
H (-1.027, -1.583, -0.258)  0.112
H (-1.950, -0.659, 2.061)  0.133